[1]
The following is a DFT calculation (ωB97M-V/def2-TZVPD) of a cluster of 2 separate species, C4H13P3 in total at a distorted geometry.

Cartesian coordinates (Å):
C -1.946 -1.176 -0.672
C 1.497 -1.199 1.584
C -2.495 0.203 -0.237
C -0.032 1.569 -0.648
P 3.196 0.674 -0.219
P -1.039 0.982 0.651
P 1.818 -0.890 -0.251
H -2.881 -1.769 -0.806
H -1.540 -0.946 -1.561
H -1.267 -1.476 0.084
H 1.813 -0.295 2.092
H 2.122 -2.000 1.802
H 0.476 -1.431 1.586
H -3.306 0.301 0.474
H -2.792 0.758 -1.064
H -0.201 1.402 -1.669
H 0.929 1.832 -0.260
H 2.860 1.125 -1.432
H 4.261 0.006 -0.589
H -1.473 2.330 1.134

The HOMO energy (alpha / beta) comes out at -7.80 / -7.70 eV. The calculation puts the largest force on an atom at 5.0 eV/Å.

Mulliken population analysis, charges in e, atoms 1 to 5: -0.897, -0.989, -0.662, -0.964, -0.168


[2]
The following is a DFT calculation (ωB97M-V/def2-TZVPD) of a cluster of 2 separate species, C4H11NO2 in total at a distorted geometry.

Cartesian coordinates (Å):
C 1.719 1.900 -0.053
N 0.978 0.586 -0.216
C 1.712 -0.601 -0.073
C 0.916 -1.811 -0.383
O 2.858 -0.805 0.356
H 2.279 1.900 0.893
H 2.509 2.095 -0.849
H 1.058 2.738 0.201
H 0.060 0.740 -0.506
H -0.233 -1.651 -0.267
H 1.383 -2.473 0.494
H 1.073 -2.292 -1.405
C -2.648 -0.247 0.584
O -1.996 0.159 -0.666
H -2.099 0.027 1.703
H -3.577 0.450 0.767
H -3.199 -1.200 0.783
H -2.792 0.485 -1.363

The SMILES is CNC(C)=O.CO. The HOMO energy comes out at -9.44 eV. The calculation puts the largest force on an atom at 5.4 eV/Å.

Mulliken population analysis, charges in e, atoms 1 to 5: -0.966, -0.098, 0.516, -0.559, -0.618


[3]
The following is a DFT calculation (ωB97M-V/def2-TZVPD) of a structure of composition C3H4F2O at a distorted geometry.

Cartesian coordinates (Å):
C 0.985 0.814 0.421
C 0.352 -0.438 -0.119
C -1.256 -0.523 -0.303
H 1.208 1.830 -0.377
H 2.152 0.109 0.423
H 0.568 0.820 1.432
H -1.608 -1.366 -0.980
O 1.113 -1.218 -0.469
F -1.621 0.559 -0.893
F -1.894 -0.587 0.865

The HOMO energy comes out at -10.01 eV. The calculation puts the largest force on an atom at 7.0 eV/Å.

Mulliken population analysis, charges in e, atoms 1 to 5: -0.829, 0.394, 0.319, 0.280, 0.234


[4]
The following is a DFT calculation (ωB97M-V/def2-TZVPD) of a cluster of 7 separate species, C28H42O14 in total at a distorted geometry.

Cartesian coordinates (Å):
O 5.310 -2.345 -4.604
C 4.359 -1.774 -5.047
C 3.757 -0.456 -4.599
C 2.440 -0.370 -5.365
C 2.642 -1.338 -6.534
O 3.660 -2.266 -6.097
H 3.639 -0.390 -3.522
H 4.423 0.336 -4.947
H 1.546 -0.623 -4.797
H 2.280 0.655 -5.709
H 1.755 -1.907 -6.789
H 3.064 -0.833 -7.404
O 0.718 -5.738 0.887
C -0.334 -5.218 1.087
C -1.039 -4.211 0.211
C -2.367 -3.910 0.938
C -2.152 -4.528 2.331
O -0.997 -5.365 2.258
H -0.419 -3.312 0.238
H -1.136 -4.526 -0.823
H -2.521 -2.834 1.020
H -3.226 -4.328 0.418
H -2.010 -3.781 3.112
H -3.016 -5.127 2.620
O 0.696 -1.550 3.608
C -0.238 -0.839 3.843
C -0.278 0.667 4.061
C -1.491 0.817 4.959
C -2.389 -0.338 4.513
O -1.471 -1.357 4.067
H 0.692 0.951 4.462
H -0.404 1.182 3.106
H -1.210 0.807 6.012
H -2.035 1.759 4.842
H -2.948 -0.712 5.369
H -3.076 -0.132 3.697
O 3.220 3.844 -1.079
C 2.303 3.657 -1.821
C 2.323 3.060 -3.214
C 0.928 3.338 -3.779
C 0.107 3.704 -2.524
O 1.041 4.077 -1.515
H 3.120 3.533 -3.782
H 2.509 1.987 -3.169
H 0.914 4.108 -4.548
H 0.499 2.445 -4.236
H -0.564 4.541 -2.701
H -0.486 2.846 -2.200
O 1.534 -0.192 -2.066
C 0.493 -0.248 -1.481
C 0.243 -0.206 0.009
C -1.267 0.064 0.097
C -1.738 -0.654 -1.160
O -0.684 -0.470 -2.126
H 0.411 -1.196 0.443
H 0.858 0.493 0.571
H -1.707 -0.408 0.974
H -1.449 1.137 0.042
H -1.836 -1.729 -1.007
H -2.674 -0.223 -1.512
O 2.744 1.656 2.874
C 3.617 0.836 2.853
C 3.683 -0.411 1.984
C 5.146 -0.804 2.100
C 5.505 -0.261 3.484
O 4.737 0.940 3.604
H 2.945 -1.096 2.412
H 3.367 -0.116 0.985
H 5.365 -1.860 1.955
H 5.729 -0.242 1.369
H 5.265 -0.965 4.282
H 6.560 -0.009 3.551
O -4.880 0.473 2.409
C -5.357 1.257 1.641
C -4.634 2.217 0.707
C -5.724 3.140 0.180
C -7.042 2.455 0.615
O -6.690 1.377 1.485
H -3.877 2.713 1.309
H -4.181 1.600 -0.068
H -5.619 4.132 0.614
H -5.712 3.250 -0.901
H -7.709 3.113 1.164
H -7.558 2.034 -0.246

The SMILES is O=C1CCCO1.O=C1CCCO1.O=C1CCCO1.O=C1CCCO1.O=C1CCCO1.O=C1CCCO1.O=C1CCCO1. The HOMO energy comes out at -9.95 eV. The calculation puts the largest force on an atom at 1.1 eV/Å.

Mulliken population analysis, charges in e, atoms 1 to 5: -0.583, 0.334, -0.163, 0.026, -0.482


[5]
The following is a DFT calculation (ωB97M-V/def2-TZVPD) of a structure of composition C52H40BF5N8O3PRuSb at a distorted geometry.

Cartesian coordinates (Å):
Ru -1.239 0.779 -0.708
C -2.643 6.072 0.503
N -2.891 4.777 -0.081
C -1.981 3.842 -0.371
N -2.596 2.721 -0.715
C -3.910 3.036 -0.627
N -4.109 4.269 -0.240
C -1.520 5.953 1.509
C -0.522 6.913 1.596
C 0.528 6.742 2.488
C 0.603 5.615 3.282
C -0.408 4.658 3.213
C -1.472 4.843 2.340
C -0.353 3.478 4.043
N 0.420 3.269 5.065
N 0.135 2.054 5.540
C -0.799 1.548 4.790
O -1.159 2.412 3.806
C -1.438 0.260 4.927
C -1.223 -0.514 6.066
C -1.900 -1.710 6.203
C -2.769 -2.147 5.216
C -2.967 -1.394 4.063
C -3.936 -1.871 2.998
N -3.477 -1.596 1.663
C -3.571 -0.471 0.944
N -2.940 -0.629 -0.215
C -2.470 -1.901 -0.145
N -2.782 -2.500 0.975
C -2.300 -0.188 3.929
H -3.573 6.399 0.980
H -2.392 6.801 -0.276
H -0.919 3.991 -0.339
H -4.701 2.352 -0.859
H -0.568 7.795 0.975
H 1.296 7.496 2.555
H 1.419 5.457 3.967
H -2.265 4.112 2.317
H -0.537 -0.160 6.818
H -1.756 -2.306 7.090
H -3.302 -3.076 5.354
H -4.910 -1.390 3.135
H -4.059 -2.953 3.082
H -4.121 0.403 1.233
H -1.930 -2.375 -0.944
H -2.434 0.427 3.049
O 2.668 -1.211 -2.454
C 1.832 -0.369 -2.244
O 0.900 -0.513 -1.295
C 1.668 0.898 -3.044
P 0.509 1.989 -2.063
C 1.547 2.206 -0.580
C 1.154 1.343 0.590
C 2.007 1.543 1.785
C 3.141 2.282 1.748
C 3.506 3.001 0.591
C 2.705 2.952 -0.542
C 0.624 3.505 -3.058
C 0.477 3.397 -4.441
C 0.523 4.526 -5.236
C 0.670 5.777 -4.657
C 0.762 5.894 -3.279
C 0.738 4.765 -2.481
H 1.252 0.646 -4.022
H 2.632 1.388 -3.205
H 0.053 1.516 0.876
H 1.735 0.979 2.665
H 3.772 2.336 2.619
H 4.401 3.602 0.597
H 2.988 3.541 -1.404
H 0.318 2.429 -4.895
H 0.445 4.433 -6.310
H 0.702 6.660 -5.276
H 0.863 6.870 -2.826
H 0.829 4.858 -1.406
F 0.099 -0.958 0.800
B 1.206 -0.310 0.190
F 2.362 -0.970 0.512
F 5.974 -6.461 -3.898
C 5.010 -5.772 -3.269
C 3.690 -6.138 -3.469
C 2.698 -5.430 -2.816
C 3.042 -4.379 -1.984
C 4.364 -4.014 -1.803
C 5.367 -4.718 -2.448
Sb 1.429 -3.374 -0.935
C 0.864 -5.025 0.383
C -0.369 -5.052 1.012
C -0.714 -6.141 1.794
C 0.205 -7.163 1.961
F -0.126 -8.218 2.720
C 1.462 -7.121 1.380
C 1.789 -6.033 0.592
C -0.021 -3.593 -2.554
C 0.315 -3.038 -3.782
C -0.558 -3.106 -4.851
C -1.777 -3.739 -4.668
F -2.643 -3.786 -5.691
C -2.124 -4.325 -3.462
C -1.238 -4.243 -2.399
H 3.451 -6.961 -4.123
H 1.662 -5.705 -2.951
H 4.612 -3.176 -1.168
H 6.408 -4.463 -2.325
H -1.062 -4.226 0.911
H -1.681 -6.203 2.270
H 2.162 -7.925 1.541
H 2.765 -5.981 0.134
H 1.276 -2.562 -3.911
H -0.310 -2.681 -5.813
H -3.071 -4.835 -3.368
H -1.500 -4.706 -1.457

Its expectation value of S² is 0.806. The spin multiplicity is 2. The charge is +1. The HOMO energy (alpha / beta) comes out at -8.98 / -8.98 eV. The calculation puts the largest force on an atom at 3.3 eV/Å.

Mulliken population analysis, charges in e, atoms 1 to 5: -0.369, -0.881, 1.129, -0.626, -0.026


[6]
The following is a DFT calculation (ωB97M-V/def2-TZVPD) of an isolated molecule of C4H2F6N2S at a distorted geometry.

Cartesian coordinates (Å):
C 0.572 -1.020 -0.374
C 1.123 0.206 -0.377
C -1.759 -0.603 0.236
C -2.634 0.656 -0.161
N -0.765 -1.022 -0.778
N -1.908 1.719 -0.639
F 2.365 0.669 -0.181
F -1.122 -0.120 1.337
F -2.457 -1.685 0.615
F -3.614 0.149 -0.949
F -3.218 1.098 0.993
F -1.329 -2.154 -1.444
S -0.300 1.704 -0.778
H 0.915 -2.048 -0.152
H 0.077 2.414 0.304

The HOMO energy comes out at -9.57 eV. The calculation puts the largest force on an atom at 3.2 eV/Å.

Mulliken population analysis, charges in e, atoms 1 to 5: -0.369, 0.327, 0.379, 0.956, 0.059


[7]
The following is a DFT calculation (ωB97M-V/def2-TZVPD) of a cluster of 2 separate species, C4H8N in total at a distorted geometry.

Cartesian coordinates (Å):
C -1.862 -0.364 -0.357
C -2.845 -0.038 0.274
C 1.543 -1.104 -0.279
C 0.832 1.017 0.085
N 1.579 -0.114 0.492
H -3.171 -1.071 0.548
H -3.493 0.616 0.738
H 0.890 -0.920 -1.236
H 2.243 -1.975 -0.144
H 0.712 1.602 0.964
H 1.490 1.677 -0.571
H -0.132 0.702 -0.291
H 1.937 -0.121 1.515

The charge is +1. The HOMO energy comes out at -14.90 eV. The calculation puts the largest force on an atom at 4.6 eV/Å.

Mulliken population analysis, charges in e, atoms 1 to 5: -0.198, -0.472, -0.154, -0.520, 0.020


[8]
The following is a DFT calculation (ωB97M-V/def2-TZVPD) of a cluster of 2 separate species, C4H8N3O2 in total at a distorted geometry.

Cartesian coordinates (Å):
C -2.124 -0.620 0.007
C 1.316 0.228 -0.232
C 0.241 -0.864 -0.223
C -0.528 1.364 0.302
N 0.881 1.421 0.423
N -0.971 -0.064 0.109
N -3.461 -0.123 -0.007
O -4.334 -0.383 0.778
O -3.507 0.671 -0.913
H -2.011 -2.263 -0.598
H 2.249 -0.222 0.068
H 1.399 0.548 -1.338
H -0.039 -1.217 -1.218
H 0.590 -1.629 0.352
H -1.021 1.897 1.058
H -0.883 1.803 -0.620
H 1.202 1.363 1.412

The charge is +1. The HOMO energy comes out at -14.56 eV. The calculation puts the largest force on an atom at 6.2 eV/Å.

Mulliken population analysis, charges in e, atoms 1 to 5: 0.064, -0.644, -0.681, -0.698, -0.338


[9]
The following is a DFT calculation (ωB97M-V/def2-TZVPD) of a cluster of 7 separate species, C12H36BF4O12 in total at a distorted geometry.

Cartesian coordinates (Å):
B -0.101 -0.391 0.122
F -0.352 -1.194 -0.983
F -1.280 -0.042 0.851
F 0.773 -1.027 1.023
F 0.428 0.817 -0.208
C -1.254 2.271 2.533
C -1.088 3.328 3.544
O -0.229 3.120 4.714
O -0.247 2.380 1.554
H -2.155 2.272 1.919
H -1.238 1.291 3.010
H -2.102 3.458 3.922
H -0.798 4.308 3.168
H -0.323 3.826 5.359
H -0.264 1.823 0.773
C -1.503 -3.172 -4.519
C -2.455 -3.988 -5.375
O -3.101 -5.084 -4.850
O -2.373 -2.582 -3.508
H -1.324 -2.304 -5.153
H -0.713 -3.691 -3.975
H -1.801 -4.240 -6.210
H -3.270 -3.360 -5.734
H -4.006 -5.045 -5.168
H -1.814 -2.296 -2.782
C 1.339 1.073 -3.686
C -0.128 1.000 -4.093
O -0.685 -0.223 -3.572
O 1.937 2.211 -4.422
H 1.851 0.114 -3.765
H 1.498 1.185 -2.614
H -0.340 1.076 -5.160
H -0.636 1.918 -3.795
H -0.530 -0.240 -2.625
H 2.401 1.941 -5.218
C 4.989 1.692 0.867
C 3.672 1.010 0.539
O 3.670 -0.208 1.337
O 5.911 0.592 0.712
H 5.035 2.042 1.899
H 5.219 2.426 0.095
H 3.590 0.742 -0.514
H 2.851 1.726 0.580
H 2.763 -0.517 1.284
H 5.475 -0.215 0.994
C -3.840 -1.890 -0.457
C -4.652 -0.985 0.478
O -3.813 -0.449 1.493
O -2.852 -1.075 -1.066
H -4.606 -2.107 -1.203
H -3.316 -2.763 -0.069
H -5.373 -1.653 0.950
H -5.246 -0.278 -0.102
H -2.987 -0.355 1.013
H -1.970 -1.325 -0.784
C 2.767 0.717 4.405
C 2.006 -0.501 4.468
O 1.700 -0.698 5.884
O 2.065 1.862 5.038
H 2.850 0.862 3.328
H 3.786 0.610 4.777
H 2.652 -1.273 4.050
H 1.080 -0.439 3.898
H 1.302 0.071 6.299
H 1.156 1.845 4.730

The charge is -1. The HOMO energy comes out at -6.99 eV. The calculation puts the largest force on an atom at 3.9 eV/Å.

Mulliken population analysis, charges in e, atoms 1 to 5: 0.565, -0.319, -0.509, -0.397, -0.600


[10]
The following is a DFT calculation (ωB97M-V/def2-TZVPD) of an isolated molecule of C22H30N4O4S.

Cartesian coordinates (Å):
C 0.363 1.316 4.565
O 1.084 0.517 3.655
C 1.416 1.016 2.452
C 1.001 2.263 1.978
C 1.305 2.658 0.688
C 2.048 1.826 -0.119
S 2.336 2.223 -1.824
N 1.382 1.032 -2.536
O 1.810 3.527 -2.117
O 3.688 1.926 -2.192
C 2.505 0.607 0.339
C 2.190 0.180 1.618
C 2.561 -1.196 2.102
O 2.942 -1.452 3.220
N 2.399 -2.133 1.131
C 2.289 -3.544 1.410
C 0.827 -4.016 1.458
C 0.036 -3.704 0.176
N -1.056 -2.761 0.374
C -1.849 -2.631 -0.838
C -3.038 -1.697 -0.590
N -2.622 -0.390 -0.130
C -2.223 0.587 -1.039
C -1.884 1.867 -0.580
C -1.526 2.873 -1.450
C -1.495 2.666 -2.826
C -1.060 3.763 -3.747
C -1.861 1.410 -3.289
C -2.218 0.391 -2.422
C -1.850 -0.560 1.083
C -0.630 -1.445 0.813
H 0.270 0.712 5.466
H 0.900 2.239 4.803
H -0.635 1.558 4.185
H 0.423 2.921 2.607
H 0.972 3.605 0.295
H 1.787 0.735 -3.410
H 0.430 1.349 -2.672
H 3.120 0.014 -0.320
H 2.020 -1.832 0.247
H 2.765 -3.717 2.377
H 2.833 -4.099 0.639
H 0.323 -3.558 2.308
H 0.835 -5.092 1.628
H 0.725 -3.351 -0.616
H -0.425 -4.623 -0.194
H -2.218 -3.620 -1.121
H -1.237 -2.237 -1.670
H -3.651 -1.604 -1.487
H -3.659 -2.130 0.201
H -1.921 2.088 0.475
H -1.271 3.848 -1.063
H -1.091 3.439 -4.785
H -0.043 4.065 -3.497
H -1.705 4.634 -3.635
H -1.866 1.213 -4.353
H -2.487 -0.563 -2.847
H -1.513 0.399 1.470
H -2.489 -1.040 1.830
H -0.054 -1.536 1.732
H -0.009 -0.937 0.046

The SMILES is COc1ccc(S(N)(=O)=O)cc1C(=O)NCCCN1CCN(c2ccc(C)cc2)CC1. The HOMO energy comes out at -7.77 eV. The calculation puts the largest force on an atom at 0.9 eV/Å.

Mulliken population analysis, charges in e, atoms 1 to 5: -0.996, -0.430, 0.227, -0.623, -0.594


[11]
The following is a DFT calculation (ωB97M-V/def2-TZVPD) of the ion C9H21N4 with charge +1 at a distorted geometry.

Cartesian coordinates (Å):
C 0.357 -4.003 3.373
C -0.159 -2.555 3.344
C -0.940 -2.107 4.469
C 0.212 -1.736 2.389
N -0.287 -0.469 1.988
C 0.743 0.507 1.677
N 0.285 1.440 0.675
C 0.332 1.298 -0.580
N -0.275 1.923 -1.557
C -0.198 1.766 -3.098
C 0.370 3.145 -3.733
C 0.850 0.641 -3.372
N -1.462 1.386 -3.689
H -0.193 -4.734 2.838
H 0.278 -4.167 4.484
H 1.372 -4.023 3.014
H -1.084 -0.928 4.410
H -0.389 -2.152 5.399
H -1.925 -2.594 4.632
H 0.730 -2.291 1.505
H -0.909 -0.094 2.713
H 1.263 1.121 2.496
H 1.598 -0.122 1.291
H -0.368 2.179 0.978
H 0.916 0.466 -0.768
H -0.892 2.744 -1.385
H -0.614 3.773 -3.843
H 0.716 2.950 -4.755
H 1.136 3.900 -3.182
H 1.747 0.791 -2.680
H 1.135 0.594 -4.360
H 0.462 -0.341 -3.165
H -2.168 2.103 -3.550
H -1.239 1.119 -4.612

The SMILES is CC(C)=CNCN/C=[NH+]/C(C)(C)N. The charge is +1. The HOMO energy comes out at -11.34 eV. The calculation puts the largest force on an atom at 4.5 eV/Å.

Mulliken population analysis, charges in e, atoms 1 to 5: -1.329, 0.847, -1.201, -0.345, -0.245


[12]
The following is a DFT calculation (ωB97M-V/def2-TZVPD) of a cluster of 2 separate species, C13H21NO in total.

Cartesian coordinates (Å):
N -1.671 -2.701 0.702
C -1.933 -1.509 0.668
C -2.355 -0.289 0.754
C -3.152 0.510 -0.256
C -3.095 1.911 0.360
C -1.649 2.421 0.279
C -0.911 1.587 1.345
C -2.020 0.668 1.882
C -3.231 1.600 1.851
H -0.789 -3.034 0.326
H -4.181 0.148 -0.317
H -2.720 0.473 -1.258
H -3.827 2.600 -0.059
H -1.606 3.485 0.513
H -1.226 2.276 -0.715
H -0.086 1.016 0.921
H -0.516 2.217 2.143
H -1.790 0.183 2.828
H -3.102 2.477 2.483
H -4.166 1.102 2.107
C 0.979 -2.554 -1.659
C 1.262 -1.267 -1.508
O 0.407 -0.276 -1.891
C 2.516 -0.712 -0.879
C 3.755 -1.135 -1.668
C 2.627 -1.134 0.588
H 1.660 -3.324 -1.350
H 0.061 -2.883 -2.120
H -0.403 -0.662 -2.249
H 2.425 0.378 -0.921
H 3.710 -0.742 -2.682
H 3.818 -2.221 -1.726
H 4.656 -0.760 -1.184
H 3.491 -0.658 1.046
H 2.741 -2.212 0.671
H 1.738 -0.837 1.141

The SMILES is N=C=C1C[C@@H]2CC[C@H]1C2.C=C(O)C(C)C. The HOMO energy comes out at -8.03 eV. The calculation puts the largest force on an atom at 0.7 eV/Å.

Mulliken population analysis, charges in e, atoms 1 to 5: -0.763, 0.476, -0.090, -0.855, -0.044


The records above yield relative energy (zero: lowest compared OMol25 entry of this formula, charge and spin) values of 4.237; 3.333; 2.675; 0.203; 2.019; 3.582; 4.470; 9.453; 2.898; 2.288; 1.790; 1.793 eV, respectively.